No. 1
This record from OMol25 describes 5 unconnected molecules or ions with the total composition C15H35BBrN8O5. The level of theory is ωB97M-V with the def2-TZVPD basis set.

Values from the calculation:
E_LUMO in eV: -4.25
Maximum force in eV Å⁻¹: 5.86
E_tot in hartree: -4005.48492
Net charge: +1

The geometry in XYZ format:
```
65
Properties=species:S:1:pos:R:3:forces:R:3
C 1.423803 -1.602562 0.852840 -0.5 0.0 0.6
B 0.494372 -0.285903 0.820236 1.9 1.1 2.7
O 0.695279 0.699550 1.853575 -0.1 -1.3 -2.9
N -0.609980 0.008302 -0.174316 -1.4 -0.5 -0.1
C -1.849695 -0.384614 0.157780 -0.4 0.0 -0.1
N -2.146803 -1.093667 1.372261 -4.3 1.2 -3.8
C -3.570389 -1.268350 1.238256 4.0 1.9 -2.1
N -4.004005 -0.666085 0.036129 -1.7 -2.0 3.0
Br -5.831379 -0.673477 -0.405579 1.1 0.2 -0.2
N -2.982866 -0.124640 -0.689268 2.5 -1.1 2.9
H 0.907537 -2.496236 0.384869 0.9 0.9 0.4
H 2.457780 -1.389433 0.403889 -1.5 -0.4 0.4
H 1.620753 -1.827824 1.961962 -0.2 0.3 -1.6
H 0.794319 1.571580 1.391793 -0.3 -0.5 0.5
H -0.478982 0.498510 -1.065272 0.0 -0.3 0.6
H -4.181403 -1.813653 2.012088 0.4 0.9 -1.4
H -3.035283 0.383710 -1.589276 -0.3 -0.4 0.5
C -3.791153 3.470730 -4.578160 0.2 0.1 0.0
C -3.676522 1.978235 -4.430088 -0.2 -0.4 -0.1
O -2.737624 1.451164 -3.835073 0.0 -0.1 0.6
N -4.649975 1.207892 -4.977999 0.5 0.4 0.4
C -5.825345 1.634337 -5.711073 0.0 -0.5 0.0
H -2.942012 3.948570 -4.090304 -0.1 -0.2 0.0
H -3.781839 3.745003 -5.634710 -0.2 0.1 0.1
H -4.707762 3.825827 -4.103077 0.0 0.1 -0.2
H -4.504594 0.218060 -4.838730 0.0 0.1 -0.1
H -6.709651 1.267087 -5.186926 -0.1 0.2 -0.2
H -5.790589 1.187644 -6.706256 -0.2 0.2 0.0
H -5.883358 2.716260 -5.802683 0.1 -0.1 0.1
C 1.030474 4.638770 -1.028627 -0.2 0.0 0.0
C 2.001621 3.635570 -0.468796 0.5 0.1 0.1
O 1.641657 2.528417 -0.070105 -0.2 -0.2 0.0
N 3.309641 3.981388 -0.410400 -0.8 -0.2 -0.1
C 3.928208 5.224350 -0.825207 0.4 -0.2 0.1
H 0.025219 4.218224 -1.010021 0.2 0.0 0.0
H 1.036678 5.546188 -0.421812 0.0 0.0 -0.2
H 1.287950 4.873527 -2.063225 0.0 0.2 0.1
H 3.899032 3.257922 -0.023392 0.0 0.1 0.0
H 4.675142 4.998562 -1.588397 0.0 0.2 0.0
H 4.425685 5.666019 0.040010 0.0 0.2 -0.2
H 3.204986 5.930761 -1.225622 0.0 -0.1 0.1
C -2.231192 -5.323333 5.156403 0.1 -0.1 0.0
C -2.793025 -4.267771 6.070983 -0.3 -0.1 0.6
O -3.269939 -4.540329 7.160611 0.1 0.0 -0.3
N -2.757977 -2.971589 5.649012 0.0 -0.3 -0.1
C -2.239841 -2.448868 4.403875 -0.1 0.2 0.5
H -2.330147 -6.299907 5.629016 0.0 0.2 0.0
H -2.783834 -5.337541 4.214349 0.2 0.0 -0.1
H -1.171663 -5.134680 4.970866 -0.1 0.0 -0.2
H -3.151780 -2.322618 6.315126 0.1 -0.1 0.0
H -1.450478 -1.731115 4.635674 0.0 0.0 -0.4
H -3.051047 -1.931372 3.886153 0.2 0.1 -0.2
H -1.840319 -3.230285 3.761115 0.0 0.0 0.1
C 6.333909 -3.625892 -0.121335 0.0 -0.1 0.0
C 5.773291 -2.568373 0.791252 -0.3 0.0 0.6
O 5.280897 -2.841085 1.876777 0.1 0.0 -0.3
N 5.825938 -1.271426 0.376389 0.0 -0.3 -0.1
C 6.363516 -0.747186 -0.861742 -0.2 0.3 0.4
H 6.219694 -4.603299 0.346240 0.0 0.2 0.1
H 5.791465 -3.630509 -1.069201 0.2 0.0 -0.1
H 7.397160 -3.447619 -0.294583 -0.1 0.0 -0.2
H 5.431517 -0.621924 1.041527 0.1 -0.1 0.0
H 7.158554 -0.038771 -0.619450 0.1 0.0 -0.3
H 5.564921 -0.219425 -1.388218 0.2 0.0 -0.2
H 6.761459 -1.530801 -1.502145 -0.1 0.0 0.1
```
Forces are in eV/Å.


No. 2
This record from OMol25 describes a molecular structure, C50H36AsN7O3Tc. The level of theory is ωB97M-V with the def2-TZVPD basis set.

Values from the calculation:
Spin multiplicity: 2
E_LUMO (spin up / spin down) in eV: -7.37 / -7.64
Maximum force in eV Å⁻¹: 3.04
E_tot in hartree: -4852.01586
Net charge: +2
⟨S²⟩: 1.1790

The geometry in XYZ format:
```
98
Properties=species:S:1:pos:R:3:forces:R:3
Tc 1.788233 -0.722081 -0.871345 -2.7 -0.3 -1.4
C -1.930167 -2.990381 -3.321845 0.5 0.1 0.1
C -0.608267 -2.607281 -3.091945 -0.3 -0.2 -0.3
N -0.174567 -2.408581 -1.868045 0.3 0.3 0.6
C -0.996467 -2.565581 -0.836145 -0.6 -0.4 -0.6
C -2.328067 -2.938281 -1.085845 0.7 0.1 0.4
N -2.761667 -3.142881 -2.310145 -0.7 -0.2 -0.2
C -0.411267 -2.408681 0.505055 -0.3 -0.1 0.3
C -1.041967 -2.973481 1.606655 0.4 0.1 0.1
C -0.479267 -2.891381 2.884455 0.1 0.1 -0.6
C 0.820733 -2.383081 2.937155 0.1 0.2 -0.4
C 1.411133 -1.844781 1.803155 -0.7 -0.1 0.3
N 0.760333 -1.752481 0.620555 -0.1 -0.5 0.3
C 2.791733 -1.383181 1.768555 0.6 0.3 -0.3
C 3.644933 -1.301181 2.872555 -0.5 -0.1 -0.2
N 4.916733 -0.988681 2.762255 0.4 0.1 0.1
C 5.389633 -0.760981 1.546955 -0.1 -0.1 0.0
C 4.561733 -0.762481 0.435655 -0.1 0.0 -0.3
N 3.257233 -1.043881 0.537355 0.8 -0.1 1.2
C -1.208767 -3.322381 4.086955 -0.3 -0.2 0.6
C -0.612167 -3.315681 5.352655 -0.1 0.0 -0.2
C -1.352167 -3.716781 6.456655 0.4 0.2 -0.4
N -2.609067 -4.086981 6.361655 -0.6 -0.3 1.0
C -3.207167 -4.088581 5.191055 0.2 0.1 -0.6
C -2.552467 -3.712581 4.026255 0.2 0.0 0.0
H -2.324467 -3.164081 -4.312445 0.1 0.0 -0.1
H 0.094533 -2.461781 -3.899845 0.1 0.0 -0.1
H -3.060667 -3.063181 -0.301745 0.0 0.0 0.2
H -1.962167 -3.509081 1.452755 -0.1 0.0 0.0
H 1.384733 -2.418281 3.851755 0.1 0.0 0.1
H 3.290633 -1.477081 3.876555 -0.2 -0.1 0.1
H 6.448133 -0.559481 1.462955 0.0 0.1 -0.1
H 4.945833 -0.525481 -0.545545 -0.1 0.1 -0.1
H 0.407233 -3.004181 5.503755 0.2 0.0 0.0
H -0.912667 -3.744781 7.443855 0.1 0.1 0.1
H -4.241867 -4.405181 5.180255 -0.1 0.0 -0.1
H -3.106667 -3.716981 3.102355 0.0 0.0 -0.1
O 3.512933 -3.545381 -3.268545 -0.3 0.3 0.4
C 3.157833 -2.559981 -2.665745 1.9 0.4 -2.4
O 2.419533 -2.492181 -1.637745 -0.7 0.6 2.4
C 3.605733 -1.169881 -3.148545 0.1 -0.7 -0.2
C 4.510733 -1.039381 -4.189145 -0.1 0.1 0.2
C 4.881533 0.232619 -4.592945 -0.2 -0.1 0.2
C 4.316433 1.316419 -3.935645 -0.1 -0.1 0.1
C 3.431033 1.099019 -2.892445 0.0 0.5 0.0
N 3.077533 -0.126181 -2.491145 0.1 -0.2 -0.1
H 4.908533 -1.934481 -4.640945 0.0 -0.1 0.0
H 5.594133 0.373119 -5.390645 0.0 0.0 -0.1
H 4.568633 2.324719 -4.219745 0.0 0.1 0.0
H 3.002733 1.928419 -2.344945 0.0 0.0 0.0
O 0.023633 0.129119 -1.855645 1.9 -0.3 0.5
As -1.475467 0.761419 -1.465245 -1.2 0.7 0.2
C -1.237967 2.688519 -1.456545 0.0 -0.4 0.1
C -2.251967 3.538919 -1.031045 -0.1 -0.3 0.0
C -2.025767 4.905819 -1.022045 -0.1 0.0 0.0
C -0.798267 5.412819 -1.422445 0.0 0.0 0.0
C 0.200733 4.562519 -1.867845 0.0 0.0 0.0
C -0.023567 3.197419 -1.895845 0.1 -0.4 0.0
C -2.117867 0.211919 0.323755 0.2 0.3 -0.6
C -1.247167 0.466019 1.378055 0.2 0.2 -0.1
C -1.592067 0.119619 2.674255 0.0 0.1 0.0
C -2.818767 -0.471581 2.932255 0.0 0.1 0.0
C -3.697467 -0.703081 1.888255 -0.1 -0.1 0.0
C -3.354067 -0.363381 0.588855 -0.2 0.0 -0.3
C -2.627767 0.342919 -2.988545 0.3 0.1 0.4
C -2.092867 0.761319 -4.204645 0.4 0.1 0.1
C -2.793567 0.555519 -5.380745 0.0 0.0 0.0
C -4.035167 -0.063681 -5.343745 0.0 0.0 0.0
C -4.570467 -0.475381 -4.135645 0.0 0.0 0.1
C -3.872467 -0.270581 -2.955345 0.0 0.1 0.3
H -3.206267 3.131219 -0.712445 0.0 0.1 0.0
H -2.804367 5.580119 -0.701445 -0.1 0.0 0.0
H -0.622967 6.476619 -1.391645 0.0 0.1 0.0
H 1.148933 4.965519 -2.189245 0.1 0.0 0.0
H 0.732033 2.502219 -2.244745 0.0 0.1 0.0
H -0.288867 0.931019 1.175755 -0.2 -0.1 0.1
H -0.902967 0.319619 3.481455 0.1 0.1 0.1
H -3.102267 -0.728881 3.941555 0.0 0.0 0.1
H -4.665867 -1.142381 2.079055 -0.1 0.0 0.0
H -4.074467 -0.543281 -0.194845 0.0 0.0 0.0
H -1.121467 1.251919 -4.214545 -0.1 -0.1 -0.1
H -2.376367 0.876819 -6.323745 0.0 0.0 0.0
H -4.587567 -0.220381 -6.257045 0.0 0.0 -0.1
H -5.535167 -0.959181 -4.101645 -0.1 0.0 0.0
H -4.318367 -0.591681 -2.027145 0.0 -0.1 -0.1
C 1.773233 1.043519 0.091655 0.8 -0.5 -0.4
C 1.799033 2.036919 0.809255 0.0 -0.5 -0.4
C 1.649933 3.128519 1.682655 0.0 0.5 0.4
C 2.682333 3.507719 2.556855 -0.2 -0.1 -0.1
C 2.469533 4.520319 3.469255 -0.1 0.1 0.0
C 1.239133 5.166519 3.521155 0.0 -0.1 -0.1
C 0.221333 4.816619 2.640255 0.1 0.1 0.2
C 0.418033 3.803919 1.727655 0.2 -0.2 -0.1
H 3.633033 2.995619 2.518055 0.1 0.0 0.0
H 3.257933 4.807119 4.148755 0.0 0.0 0.0
H 1.069733 5.934419 4.259155 0.0 0.1 0.0
H -0.725667 5.331419 2.676855 -0.1 0.0 0.0
H -0.372067 3.506919 1.052255 0.0 0.0 -0.1
```
Forces are in eV/Å.


No. 3
This record from OMol25 describes a molecular structure, C32H21MnN5S2. The level of theory is ωB97M-V with the def2-TZVPD basis set.

Values from the calculation:
Spin multiplicity: 2
E_LUMO (spin up / spin down) in eV: 4.42 / 4.57
Maximum force in eV Å⁻¹: 2.99
E_tot in hartree: -3453.19835
Net charge: -2
⟨S²⟩: 0.9121

The geometry in XYZ format:
```
61
Properties=species:S:1:pos:R:3:forces:R:3
Mn -0.017021 0.550738 -0.293426 -0.4 0.7 -0.1
C 2.868483 -2.155471 3.861490 -0.1 0.0 -0.2
C 2.790837 -0.824341 4.253517 0.1 -0.1 0.2
C 1.979036 0.070603 3.582937 -0.2 0.0 -0.4
C 1.215423 -0.337427 2.469217 0.8 -1.0 1.2
C 1.305048 -1.685659 2.085852 -0.3 0.5 -0.2
C 2.113492 -2.572439 2.770207 0.2 -0.1 0.3
N 0.424352 0.553391 1.760061 -0.8 2.7 -1.1
N 0.203842 1.691094 2.402526 0.6 -2.2 -0.1
C -0.277038 2.675203 1.603362 -0.6 0.6 -1.0
C -0.638865 3.901161 2.195137 0.0 -0.1 0.2
C -1.089148 4.944623 1.412368 0.0 0.0 0.4
C -1.168494 4.785445 0.029103 0.1 -0.4 -0.3
C -0.812467 3.569682 -0.553009 -0.4 0.8 -0.1
C -0.368532 2.481695 0.192649 1.2 -0.8 0.8
H 3.510260 -2.854841 4.385313 0.0 0.0 0.0
H 3.386327 -0.482832 5.094431 0.0 0.0 0.0
H 1.918247 1.106128 3.882384 0.1 0.0 0.0
H 0.733193 -2.021332 1.234959 0.0 0.0 0.0
H 2.154132 -3.607620 2.449869 0.0 0.0 0.0
H -0.552761 3.999161 3.272049 -0.1 0.0 0.0
H -1.378616 5.882833 1.875408 0.0 0.0 0.0
H -1.498418 5.611449 -0.593538 0.0 0.0 0.0
H -0.878412 3.476075 -1.633677 0.0 0.0 0.0
S 2.376465 0.340749 -0.891256 -0.7 -0.1 0.3
C 2.355078 0.285526 -2.621990 0.0 0.0 0.2
C 3.539040 -0.023200 -3.298740 0.1 0.0 -0.2
C 3.629060 -0.028904 -4.686898 -0.4 0.1 0.1
C 4.867757 -0.322753 -5.319733 0.3 -0.1 -0.1
N 5.879398 -0.549540 -5.823513 0.0 0.0 0.0
C 2.482569 0.274299 -5.451307 0.0 0.0 0.5
C 1.292257 0.560075 -4.786747 0.2 -0.1 -0.1
C 1.194055 0.567383 -3.395135 -0.3 0.0 -0.1
S -0.349410 0.940487 -2.691059 0.2 -0.1 0.5
C 2.506949 0.276339 -6.870915 0.0 0.0 -0.4
N 2.485611 0.273425 -8.023667 0.0 0.0 0.0
H 4.419939 -0.255747 -2.714690 0.0 0.0 0.0
H 0.404896 0.784765 -5.363923 0.0 0.0 0.0
N -2.291950 0.711611 -0.312586 0.3 -0.1 -0.2
C -2.834503 0.194425 0.859279 -0.2 0.0 0.5
C -3.649934 0.960782 1.689282 0.1 0.1 -0.2
C -4.088152 0.463907 2.906936 0.0 -0.1 0.1
C -3.693126 -0.799539 3.322492 -0.1 0.1 0.0
C -2.905231 -1.574583 2.481026 -0.1 0.1 0.0
C -2.500473 -1.111655 1.234569 0.0 -0.3 0.1
C -1.763804 -1.965483 0.275562 0.0 -0.1 -0.1
C -2.194761 -3.286140 0.103227 0.0 0.0 0.0
C -1.572318 -4.117456 -0.812282 -0.1 0.0 0.1
C -0.507303 -3.617023 -1.553227 0.0 0.0 0.0
C -0.082460 -2.309491 -1.364446 0.0 -0.2 -0.2
C -0.691426 -1.427818 -0.459335 0.7 -0.1 0.1
H -2.604637 1.630598 -0.576782 0.0 0.1 0.0
H -2.190102 0.066894 -1.086482 -0.3 -0.1 -0.1
H -3.932635 1.958426 1.369332 0.0 0.0 0.0
H -4.729630 1.070004 3.536138 0.0 0.0 0.0
H -3.996946 -1.172634 4.293235 0.0 0.0 0.0
H -2.573824 -2.555066 2.801096 0.0 0.0 0.0
H -3.034396 -3.652233 0.684692 -0.1 0.0 0.0
H -1.922820 -5.133572 -0.958247 0.0 0.0 0.0
H -0.007509 -4.249907 -2.279413 0.0 0.0 0.0
H 0.761374 -1.964274 -1.953682 0.0 0.1 0.0
```
Forces are in eV/Å.


> maximum force of number 1 (C15H35BBrN8O5)?

5.86 eV Å⁻¹


> The lowest maximum force belongs to which entry?

C32H21MnN5S2